{"formula": "C11H13N3", "method": "ωB97M-V/def2-TZVPD", "orbital_gap_ev": 8.3797, "total_charge": 0, "spin_multiplicity": 1, "e_tot_ev": -16078.633, "max_force_ev_per_a": 16.14, "symbols": ["N", "N", "N", "C", "C", "C", "C", "C", "C", "C", "C", "C", "C", "C", "H", "H", "H", "H", "H", "H", "H", "H", "H", "H", "H", "H", "H"], "positions_angstrom": [[0.54443, 0.66015, -0.22408], [1.18518, 1.63190, -0.37245], [0.28541, -1.43654, -1.41682], [1.85765, 0.36394, -1.98372], [-0.60238, 1.08865, 1.77534], [-0.86290, -0.82206, 0.64919], [3.04055, 2.61562, -1.80550], [-0.47323, 0.50898, 0.68427], [-2.16305, 0.27300, 2.19849], [-0.39195, -1.72002, -0.29021], [1.97471, 1.52866, -1.36453], [-1.16045, -3.13844, -0.70305], [-1.77449, -1.03346, 1.77584], [0.90463, -0.23690, -1.35302], [2.88704, 3.66665, -1.10083], [0.13133, 1.12068, 2.62041], [-2.87007, -1.37922, 1.53074], [-2.06677, 0.33960, 3.36390], [-2.97884, 0.90684, 1.73855], [-0.95723, 2.07715, 1.45726], [-1.10036, -3.65077, 0.31842], [-2.37113, -2.89679, -0.62920], [2.47460, -0.18324, -3.02706], [-1.42551, -1.68849, 2.54092], [3.98207, 2.25512, -1.84068], [2.64279, 2.93790, -3.15723], [-0.71200, -3.78890, -1.38496]], "forces_ev_per_a": [[-4.8, -7.6, -1.5], [4.4, 11.1, 2.4], [1.2, 1.1, 2.0], [4.1, -3.2, -7.4], [-5.9, 7.9, 10.8], [-0.5, 0.1, -0.2], [-7.0, 3.8, -1.2], [5.0, -10.8, -11.0], [3.8, 5.2, 4.2], [-2.3, -3.7, -5.9], [5.4, 5.0, -2.0], [-2.9, 3.0, 7.1], [-4.3, -2.8, -1.7], [-5.0, -3.8, 3.7], [0.7, -3.2, -2.2], [-0.4, -0.2, -1.1], [2.1, -0.8, -0.3], [-1.2, 0.2, -2.1], [0.9, -1.3, 0.5], [0.4, 1.0, 1.3], [-0.1, -0.1, -1.2], [3.1, -0.8, -1.2], [-2.1, 2.2, 3.7], [0.4, -0.3, 0.7], [3.0, -1.0, -0.1], [1.5, -0.8, 4.3], [0.4, -0.2, -1.6]], "mulliken_charge": [1.53, -2.10, -0.63, -0.49, -0.94, 0.37, -0.98, 0.81, -0.57, 0.32, 0.55, -0.95, -0.60, 0.20, 0.24, 0.32, 0.21, 0.24, 0.32, 0.29, 0.28, 0.19, 0.15, 0.30, 0.34, 0.21, 0.40]}